{
  "formula": "C5H14O",
  "method": "ωB97M-V with the def2-TZVPD basis set",
  "smiles": "CCC.CCO",
  "relative_energy_kj_mol": 193.3,
  "fmax_ev_per_a": 3.19,
  "homo_energy_ev": -10.252,
  "total_charge": 0,
  "e_lumo_ev": 0.89,
  "species": ["C", "C", "C", "H", "H", "H", "H", "H", "H", "H", "H", "C", "C", "O", "H", "H", "H", "H", "H", "H"],
  "positions_angstrom": [[0.12243, 1.99792, -1.16303], [0.56524, 3.14509, -0.26555], [0.21183, 2.68725, 1.18012], [0.62985, 2.01158, -2.08150], [0.44868, 1.04096, -0.51632], [-0.98321, 1.96533, -1.30198], [0.04587, 4.10750, -0.60265], [1.68284, 3.41669, -0.40527], [-0.67892, 2.03112, 1.21898], [0.10413, 3.69258, 1.75982], [0.97257, 2.14294, 1.73504], [0.52544, -1.91859, 0.64011], [-0.14870, -2.70723, -0.46331], [-1.32816, -3.29949, -0.05616], [0.49703, -2.34686, 1.65108], [0.28018, -0.79392, 0.68017], [1.65993, -1.95561, 0.57495], [-0.45134, -2.16180, -1.41166], [0.67998, -3.45230, -0.70132], [-1.91977, -2.52895, 0.27990]]
}


{
  "formula": "C5H14O2",
  "method": "ωB97M-V with the def2-TZVPD basis set",
  "spin_multiplicity": 2,
  "s_squared": 0.75,
  "relative_energy_kj_mol": 77.9,
  "fmax_ev_per_a": 1.43,
  "homo_energy_ev": [1.050, -5.796],
  "total_charge": -1,
  "e_lumo_ev": [2.88, 2.83],
  "species": ["C", "C", "C", "C", "C", "H", "H", "H", "H", "H", "H", "H", "H", "H", "H", "H", "H", "O", "H", "H", "O"],
  "positions_angstrom": [[1.23641, 1.91518, 0.89585], [1.04922, 1.64618, -0.59499], [0.13188, 0.43530, -0.74513], [-1.14140, 0.66399, -1.06095], [0.84520, -0.89036, -0.77141], [1.85932, 2.79183, 1.12309], [1.72633, 1.07897, 1.33546], [0.29854, 2.12468, 1.41396], [2.03271, 1.39225, -0.99366], [0.61245, 2.47710, -1.14532], [-1.94767, -0.04917, -1.15387], [-1.38324, 1.67569, -1.38262], [1.86035, -0.82626, -0.37484], [0.85179, -1.30134, -1.78597], [0.38965, -1.61619, -0.09256], [-0.43441, -3.23240, -4.39075], [0.70594, -4.03236, -3.71291], [0.24736, -3.89531, -4.55622], [-3.09608, -0.88912, 5.82414], [-2.54493, 0.47937, 6.29266], [-3.29942, 0.05199, 5.87604]]
}